1.
A structure of composition C5H9NO3 at a distorted geometry, computed with ωB97M-V/def2-TZVPD.

orbital gap	8.39	eV
HOMO	-0.3222	Eh
lowest unoccupied orbital energy	-0.38	eV

ORCA input file:
```
! RIJCOSX wB97M-V def2-TZVPD def2/J DEFGRID3
* xyz 0 1
C 0.677 1.213 0.839
C 1.127 0.212 1.874
O 0.353 2.461 1.229
O -0.707 1.333 0.623
O 1.449 1.100 -0.304
H 1.238 1.858 -0.868
H 1.035 -0.799 1.481
H 0.512 0.318 2.768
H 2.170 0.409 2.116
C -1.617 -0.443 -1.158
C 0.333 -1.345 -2.125
C -1.658 -0.737 0.163
N -0.909 -1.131 -2.098
H -2.203 0.382 -1.553
H 0.727 -1.976 -2.918
H 1.033 -0.912 -1.410
H -1.088 -1.565 0.561
H -2.470 -0.381 0.779
*
```


2.
A cluster of 2 separate species, C3H7NO5 in total at a distorted geometry, computed with ωB97M-V/def2-TZVPD.

orbital gap	8.28	eV
HOMO	-0.2849	Eh
SMILES	NC(O)=C(O)O.O=CO
lowest unoccupied orbital energy	0.52	eV

ORCA input file:
```
! RIJCOSX wB97M-V def2-TZVPD def2/J DEFGRID3
* xyz 0 1
C -1.482 -0.917 0.044
C 3.145 0.377 -0.120
C -1.100 0.369 0.118
N -1.414 1.422 -0.807
O -0.940 -1.873 0.844
O -2.368 -1.474 -0.889
O 2.752 -0.727 0.186
O 2.582 1.536 -0.046
O -0.217 0.687 1.083
H 4.156 0.461 -0.269
H -1.752 2.229 -0.221
H -2.161 1.124 -1.547
H -2.579 -2.338 -0.565
H -0.098 -2.194 0.415
H 1.658 1.404 0.001
H -0.182 -0.085 1.775
*
```


3.
A structure of composition C5H8NO4 at a distorted geometry, computed with ωB97M-V/def2-TZVPD.

orbital gap	10.37	eV
HOMO	-0.5308	Eh
lowest unoccupied orbital energy	-4.08	eV

ORCA input file:
```
! RIJCOSX wB97M-V def2-TZVPD def2/J DEFGRID3
* xyz 1 1
C -0.025 -1.492 -0.334
C 1.478 0.468 1.160
C -1.699 -0.578 0.909
C -1.757 0.681 -0.043
C 0.688 0.274 -0.029
N 1.537 0.430 -1.276
O 0.619 -2.016 -1.169
O 2.658 0.408 1.159
O -1.051 -1.650 0.328
O -0.378 1.181 -0.236
H 0.872 0.525 2.144
H -1.214 -0.392 1.797
H -2.668 -0.885 0.953
H -2.096 0.341 -0.993
H -2.222 1.592 0.298
H 2.495 0.773 -1.040
H 1.079 0.891 -1.999
H 1.685 -0.550 -1.628
*
```


4.
The molecule C4H8ClOP at a distorted geometry, computed with ωB97M-V/def2-TZVPD.

orbital gap	8.43	eV
HOMO	-0.3072	Eh
lowest unoccupied orbital energy	0.07	eV

ORCA input file:
```
! RIJCOSX wB97M-V def2-TZVPD def2/J DEFGRID3
* xyz 0 1
C -0.843 0.392 -0.234
C 0.588 0.936 0.132
C -0.844 -1.034 0.416
C 1.688 0.091 -0.380
O 1.950 0.223 -1.775
P 0.490 -2.104 -0.246
Cl 3.161 0.204 0.625
H -1.573 1.112 0.064
H -1.031 0.298 -1.290
H 0.732 1.971 -0.428
H 0.750 1.246 1.194
H -0.562 -0.794 1.399
H -1.848 -1.522 0.368
H 2.672 -0.364 -1.906
H 1.178 -2.250 0.955
*
```


5.
A structure of composition C16H34CdP2 at a distorted geometry, computed with ωB97M-V/def2-TZVPD.

orbital gap	6.41	eV
HOMO	-0.2224	Eh
lowest unoccupied orbital energy	0.36	eV

ORCA input file:
```
! RIJCOSX wB97M-V def2-TZVPD def2/J DEFGRID3
* xyz 0 1
P -1.076 0.111 -0.597
P 0.617 -2.944 -0.946
C -0.826 -0.920 -2.089
C -1.056 -2.330 -1.619
H 0.212 -0.690 -2.355
H -1.448 -0.663 -2.957
H -1.730 -2.368 -0.759
H -1.461 -3.025 -2.377
C 2.110 -2.091 -1.705
H 3.008 -2.545 -1.281
H 2.182 -1.000 -1.483
H 2.135 -2.204 -2.800
C 0.453 -4.434 -2.010
H 0.190 -4.137 -3.043
H -0.401 -4.996 -1.596
H 1.358 -5.048 -2.015
C -1.549 1.470 -1.860
H -1.894 2.378 -1.357
H -2.379 1.166 -2.526
H -0.689 1.723 -2.490
C -2.946 -0.038 -0.360
H -3.199 -0.622 0.538
H -3.394 -0.498 -1.255
H -3.352 0.975 -0.233
Cd 0.310 -2.461 1.277
C 1.745 2.324 0.542
C 1.110 2.697 -0.564
C 0.146 3.840 -0.713
C -0.753 4.198 0.502
C -1.765 3.187 0.883
C -1.534 2.204 1.793
C -0.195 1.837 2.400
C 1.185 2.508 1.934
C 0.816 -2.054 3.459
H 2.654 1.703 0.517
H 1.342 2.142 -1.490
H -0.457 3.660 -1.603
H 0.679 4.801 -0.903
H -0.104 4.423 1.373
H -1.296 5.100 0.207
H -2.751 3.226 0.427
H -2.296 1.424 1.917
H -0.074 0.735 2.282
H -0.197 2.022 3.500
H 1.174 3.575 2.187
H 1.926 2.039 2.619
H 1.254 -2.931 3.975
H 0.001 -1.686 4.105
H 1.600 -1.270 3.467
C 2.385 -3.532 1.208
H 2.756 -4.178 0.407
H 2.387 -4.102 2.147
H 3.090 -2.701 1.321
*
```


6.
A cluster of 2 separate species, C3H3BrN2S in total at a distorted geometry, computed with ωB97M-V/def2-TZVPD.

orbital gap (spin up / spin down)	5.02 / 5.02	eV
HOMO (spin up / spin down)	-0.3032 / -0.3030	Eh
lowest unoccupied orbital energy (spin up / spin down)	-3.23 / -3.23	eV

ORCA input file:
```
! RIJCOSX wB97M-V def2-TZVPD def2/J DEFGRID3
* xyz 0 1
C 0.894 0.830 0.883
C 1.720 0.301 -0.101
C -0.366 0.307 0.585
N -0.344 -0.511 -0.407
N 0.947 -0.502 -0.870
S -3.828 0.188 0.651
Br -4.103 -1.572 -0.486
H 1.222 1.548 1.612
H 2.768 0.143 -0.040
H 1.089 -0.732 -1.827
*
```


Energy, respectively: -12958.4588; -14950.6623; -14985.1238; -28134.2454; -40278.3382; -87011.6366 eV.
Relative energy (zero: lowest compared OMol25 entry of this formula, charge and spin), respectively: 602.8; 206.1; 175.5; 316.2; 150.0; 472.9 kJ/mol.